Computed, not measured: an isolated ion of composition CH2N3O6 and charge -1, with wB97M-V/def2-TZVPD.

Results
HOMO level (spin up / spin down)	-0.110 / -0.163	Eh
energy above the lowest of the compared OMol25 structures with the same formula, charge and spin	244.47	kJ/mol
calculated total energy	-654.7314	Eh
largest force on an atom	3.91	eV/Å
HOMO-LUMO gap (spin up / spin down)	0.2418 / 0.2956	hartree
total charge	-1
LUMO energy (spin up / spin down)	3.60 / 3.61	eV

The geometry in XYZ format:
```
12
Properties=species:S:1:pos:R:3:forces:R:3
C -0.607676 -0.052800 -0.499166 3.4 0.6 0.8
N 1.409991 1.159302 -0.223421 1.7 -0.3 -0.8
N 1.370439 -1.292992 0.200765 1.7 -0.3 -0.3
N -2.016935 0.126777 -0.053502 1.4 -1.4 3.4
O 1.934947 -1.909204 1.139585 -1.4 0.6 -0.7
O -2.851374 0.249416 -0.867338 -2.3 0.6 -2.5
O 1.738627 1.932574 0.646640 0.4 0.8 0.8
O -2.201010 0.076195 1.161134 -0.1 0.4 -1.1
O -0.054630 1.215800 -0.374789 -2.0 0.5 0.2
O -0.046099 -0.935328 0.437868 -1.3 -0.6 0.3
H -0.444151 -0.298118 -1.554625 -0.9 -1.0 0.1
H 1.767872 -0.271620 -0.013146 -0.4 0.0 -0.2
```
Positions in Å, forces in eV/Å.